[1]
C24H31Ge2O3Ru | ωB97M-V with the def2-TZVPD basis set

Calculated values
2S+1: 6
<S²>: 8.793
Frontier orbital gap (alpha / beta): 6.11 / 6.41 eV
Highest occupied orbital energy (alpha / beta): -13.280 / -14.909 eV
Total charge: +2
Energy relative to the best compared isomer or geometry (same formula, charge and spin): 0.000 eV
LUMO energy (alpha / beta): -7.17 / -8.49 eV

Last column: natural (NBO) charge in e.
CARTESIAN COORDINATES (ANGSTROEM)
Ru: 0.93041 0.74213 0.71400  1.321
C: 0.45632 0.40899 3.03970  -0.534
C: 1.63244 -0.34002 2.83308  -0.143
C: 1.56768 -1.71069 2.42222  -0.132
C: 2.71207 -2.42791 2.18556  -0.203
C: 3.96479 -1.82476 2.34080  -0.107
C: 4.06124 -0.49028 2.75452  -0.184
C: 2.93036 0.24480 3.00007  -0.193
H: 0.51267 1.37549 3.52405  0.236
H: -0.49591 -0.10620 3.07452  0.233
H: 0.59408 -2.17621 2.32012  0.216
H: 2.64912 -3.46548 1.88724  0.246
H: 4.86342 -2.39555 2.15209  0.243
H: 5.03720 -0.04566 2.89623  0.243
H: 2.99846 1.27131 3.33994  0.229
C: -3.70255 2.71985 0.05752  -1.063
Ge: -2.21314 3.43319 1.08009  1.256
C: -2.20897 2.67211 2.86802  -1.069
C: -2.08765 5.38640 1.11177  -1.066
Ge: -0.12761 3.01904 -0.21034  1.202
C: -0.09214 3.53932 -2.03953  -0.452
C: -1.29336 4.07570 -2.52196  -0.192
C: -1.38007 4.58245 -3.80971  -0.205
C: -0.26685 4.54670 -4.63386  -0.137
C: 0.93159 4.00477 -4.17429  -0.187
C: 1.01957 3.50600 -2.89036  -0.207
C: 1.62229 3.06564 0.70325  -0.649
C: 2.89152 2.91629 0.10591  -0.099
C: 4.03451 3.31098 0.77807  -0.214
C: 3.93830 3.88718 2.04001  -0.124
C: 2.69956 4.04312 2.65358  -0.202
C: 1.55645 3.61495 2.00380  -0.173
H: -4.62490 3.10663 0.49352  0.265
H: -3.72007 1.63360 0.13539  0.246
H: -3.68618 2.99295 -0.99577  0.245
H: -3.14291 2.97285 3.34616  0.269
H: -1.39317 3.03060 3.49371  0.235
H: -2.19126 1.58424 2.83520  0.236
H: -2.95946 5.78313 1.63492  0.267
H: -2.07221 5.81346 0.11041  0.251
H: -1.19909 5.72248 1.64709  0.243
H: -2.17607 4.10461 -1.89374  0.209
H: -2.31115 4.99941 -4.16808  0.241
H: -0.32719 4.93933 -5.64008  0.242
H: 1.79462 3.97942 -4.82572  0.237
H: 1.95956 3.08940 -2.55759  0.204
H: 2.98727 2.49313 -0.88399  0.218
H: 5.00162 3.19063 0.30891  0.249
H: 4.83413 4.21874 2.54878  0.249
H: 2.63150 4.49893 3.63239  0.249
H: 0.59584 3.73478 2.49196  0.225
C: 2.09596 -0.68954 -2.87545  -0.733
C: 1.72769 -0.10984 -1.56000  0.812
O: 2.42695 -0.27664 -0.52280  -0.676
O: 0.64418 0.58737 -1.42861  -0.748
H: 3.17634 -0.66594 -3.00248  0.265
H: 1.58826 -0.16490 -3.68009  0.256
H: 1.78913 -1.73764 -2.88941  0.273
O: -1.28775 -0.21772 0.31382  -0.956
H: -1.28994 -0.33570 -0.64791  0.521
H: -1.76910 -0.96957 0.68325  0.517

---

[2]
C24H31N3O2 | ωB97M-V with the def2-TZVPD basis set

Calculated values
Frontier orbital gap: 6.72 eV
Highest occupied orbital energy: -7.030 eV
Energy relative to the best compared isomer or geometry (same formula, charge and spin): 22.743 eV
LUMO energy: -0.31 eV

Last column: natural (NBO) charge in e.
CARTESIAN COORDINATES (ANGSTROEM)
C: 6.04017 0.73527 -1.65410  -0.680
H: 5.89962 1.77522 -1.88696  0.220
H: 5.86663 0.28040 -2.66247  0.214
H: 7.11944 0.61697 -1.62628  0.229
C: 5.27633 -0.02003 -0.67685  0.014
N: 3.78107 -0.02698 -0.73454  -0.495
C: 3.06181 -1.28947 -0.30848  -0.247
H: 2.11920 -1.06886 -1.00313  0.230
C: 3.00782 -1.47328 0.93133  -0.480
C: 2.05879 -2.63037 1.28492  -0.201
N: 0.61597 -1.89921 1.11639  -0.654
C: -0.20374 -2.38978 -0.04665  0.670
O: 0.27705 -3.49694 -0.87480  -0.672
C: -1.41142 -1.73473 0.03343  -0.229
C: -2.02001 -1.62710 -1.37832  -0.072
C: -3.31146 -1.03110 -1.24360  -0.289
C: -3.90514 -0.75698 -0.17811  0.154
C: -3.41328 -0.88881 1.10465  -0.153
C: -2.03598 -1.33285 1.06741  -0.158
H: -1.76901 -1.58507 2.23324  0.241
H: -3.96250 -0.55951 1.82108  0.248
N: -5.29765 0.13797 -0.20035  -0.397
C: -6.13821 0.27808 0.67447  0.654
O: -6.11269 -0.15870 1.93790  -0.716
C: -7.34686 1.00954 -0.24524  -0.436
C: -6.71576 1.50127 -1.28260  -0.491
H: -6.42227 2.29861 -1.06089  0.207
C: -5.59475 0.72263 -1.66863  -0.128
H: -6.04632 -0.29664 -2.17111  0.188
H: -4.78861 1.05862 -2.06568  0.196
H: -7.52369 1.65198 -2.12213  0.217
H: -8.11314 0.03864 -0.35056  0.221
H: -7.76210 1.58335 0.71488  0.264
H: -3.67943 -0.98158 -2.37534  0.241
H: -1.50722 -2.00212 -2.12586  0.227
H: 0.43441 -1.09637 1.68043  0.411
H: 2.18069 -3.41391 0.43201  0.273
H: 2.11495 -2.93056 2.58890  0.212
H: 2.76678 -0.55579 1.59907  0.218
H: 3.91657 -1.71023 1.48435  0.222
H: 3.73016 -2.07261 -0.82617  0.213
C: 2.90760 1.31682 -0.80177  -0.246
C: 1.77505 1.37668 -0.07629  -0.119
C: 0.52916 1.04958 -0.52895  -0.186
C: -0.60950 1.38897 0.22302  -0.167
C: -0.14939 1.61143 1.60756  -0.219
C: 1.06247 1.80110 2.12248  -0.238
C: 2.19014 1.64482 1.25908  -0.163
H: 3.08254 2.08652 1.47923  0.220
H: 1.01121 2.26092 3.15942  0.232
H: -1.12323 1.82099 2.23886  0.210
H: -1.48031 1.20432 -0.12695  0.199
H: 0.60173 0.97077 -1.68576  0.219
H: 3.76485 2.03285 -0.86413  0.237
H: 2.77744 1.13950 -1.95670  0.208
C: 5.66015 1.04604 0.94948  -0.643
H: 6.66710 0.83517 0.84040  0.194
H: 5.26409 2.00370 0.68785  0.178
H: 5.13971 0.63638 1.63081  0.166
H: 5.74300 -0.88555 -0.09328  0.235

---

[3]
C24H31N3O5S | ωB97M-V with the def2-TZVPD basis set

Calculated values
Frontier orbital gap: 8.21 eV
Highest occupied orbital energy: -8.079 eV
Energy relative to the best compared isomer or geometry (same formula, charge and spin): 0.666 eV
LUMO energy: 0.13 eV

Last column: natural (NBO) charge in e.
CARTESIAN COORDINATES (ANGSTROEM)
C: 5.01031 -6.47505 -3.22767  -0.627
C: 4.41463 -5.42915 -2.33567  -0.065
C: 4.45204 -4.09013 -2.70110  -0.192
C: 3.91202 -3.10944 -1.89355  -0.241
C: 3.31476 -3.45872 -0.68616  0.149
N: 2.78983 -2.42353 0.09715  -0.618
C: 2.12466 -2.49985 1.26884  0.684
O: 1.87615 -3.51133 1.88878  -0.618
C: 1.71177 -1.08868 1.76258  -0.138
N: 0.76276 -0.48020 0.85144  -0.599
C: 1.11850 0.20146 -0.24958  0.678
O: 2.27407 0.26456 -0.64904  -0.650
C: -0.00333 0.87759 -0.96471  -0.138
C: 0.09323 1.05648 -2.34345  -0.146
C: -0.92014 1.68139 -3.04823  -0.210
C: -2.04097 2.15047 -2.37863  -0.193
C: -2.11693 1.99497 -1.00855  -0.247
S: -3.51207 2.61217 -0.07283  2.303
O: -4.53031 3.04724 -0.98718  -0.941
O: -3.85266 1.64138 0.92567  -0.940
N: -2.76005 3.89329 0.71165  -0.678
C: -3.19848 4.15764 2.06992  -0.261
C: -4.47551 5.00032 2.06933  -0.089
O: -4.28928 6.19469 1.34206  -0.522
C: -3.95037 5.92504 -0.00113  -0.095
C: -2.66175 5.10003 -0.08715  -0.258
C: -1.11812 1.36787 -0.29373  -0.187
C: 1.16313 -1.11097 3.19768  -0.217
C: 1.11616 0.30530 3.76762  -0.603
C: -0.20800 -1.77960 3.29844  -0.623
C: 3.27073 -4.79606 -0.31184  -0.267
C: 3.81405 -5.78039 -1.12343  0.089
C: 3.75372 -7.21321 -0.69039  -0.649
H: 4.25469 -7.20055 -3.52808  0.214
H: 5.80045 -7.01761 -2.70924  0.215
H: 5.43111 -6.02361 -4.12255  0.214
H: 4.91463 -3.80895 -3.63657  0.207
H: 3.95022 -2.07122 -2.19066  0.211
H: 2.91402 -1.49099 -0.29807  0.435
H: 2.61889 -0.46925 1.73434  0.231
H: -0.21248 -0.61817 1.06303  0.413
H: 0.97570 0.69198 -2.84751  0.239
H: -0.83931 1.80314 -4.11739  0.226
H: -2.85737 2.62943 -2.89622  0.243
H: -3.37440 3.19428 2.54684  0.241
H: -2.39246 4.69045 2.58430  0.206
H: -4.74818 5.29973 3.08254  0.200
H: -5.29069 4.40978 1.62418  0.173
H: -3.82204 6.89568 -0.48291  0.197
H: -4.76072 5.36876 -0.49206  0.191
H: -2.46659 4.80433 -1.11809  0.217
H: -1.81547 5.68213 0.29192  0.210
H: -1.23385 1.29535 0.77625  0.234
H: 1.86916 -1.70878 3.78212  0.227
H: 2.10614 0.75586 3.77078  0.210
H: 0.45432 0.93663 3.17745  0.198
H: 0.74629 0.28494 4.78953  0.215
H: -0.19152 -2.74641 2.80411  0.242
H: -0.45528 -1.93908 4.34497  0.222
H: -0.99650 -1.16335 2.86809  0.184
H: 2.80882 -5.06651 0.62323  0.244
H: 4.75689 -7.62891 -0.60027  0.215
H: 3.25367 -7.30208 0.27005  0.219
H: 3.21244 -7.81286 -1.42164  0.215

---

[4]
C24H31N3O5S | ωB97M-V with the def2-TZVPD basis set

Calculated values
Frontier orbital gap: 8.45 eV
Highest occupied orbital energy: -7.850 eV
Energy relative to the best compared isomer or geometry (same formula, charge and spin): 1.955 eV
LUMO energy: 0.60 eV

Last column: natural (NBO) charge in e.
CARTESIAN COORDINATES (ANGSTROEM)
C: -3.99591 -2.33736 1.77874  -0.608
C: -3.11513 -3.56590 1.54498  -0.420
C: -2.04641 -3.31586 0.51916  0.033
C: -2.36320 -2.80590 -0.73631  -0.244
C: -1.36736 -2.54520 -1.65514  -0.198
C: -0.03659 -2.79880 -1.36022  -0.285
C: 0.28600 -3.33645 -0.12293  0.287
O: 1.56503 -3.64286 0.29301  -0.505
C: 2.63614 -3.24512 -0.52945  -0.167
C: 2.70407 -1.71930 -0.68997  0.659
O: 3.10233 -1.18123 -1.69764  -0.605
N: 2.30117 -1.07834 0.43743  -0.645
C: 1.81983 0.25781 0.43828  0.127
C: 0.46423 0.41935 0.67158  -0.191
C: -0.12606 1.66200 0.58019  -0.394
S: -1.86440 1.84324 0.88063  2.325
O: -2.10298 2.99332 1.70448  -0.942
O: -2.38849 0.57771 1.32956  -0.964
N: -2.39170 2.23206 -0.66944  -0.673
C: -2.54011 1.08919 -1.54749  -0.263
C: -3.91128 0.43016 -1.36689  -0.096
O: -4.95535 1.36888 -1.51809  -0.527
C: -4.83473 2.41492 -0.57807  -0.089
C: -3.50716 3.15435 -0.75447  -0.260
C: 0.63014 2.75782 0.20339  -0.149
C: 1.98132 2.61496 -0.00993  -0.265
C: 2.63962 1.37457 0.14845  0.218
N: 3.98628 1.29844 0.04168  -0.402
C: 4.81128 0.23659 0.58748  -0.205
C: 6.18265 0.88535 0.76015  -0.405
C: 6.21958 1.85730 -0.41358  -0.406
C: 4.79834 2.41172 -0.41181  -0.209
C: -0.71898 -3.58037 0.80995  -0.268
H: -4.65582 -2.16580 0.93188  0.198
H: -4.61327 -2.48427 2.66199  0.210
H: -3.38543 -1.44812 1.92071  0.236
H: -3.74093 -4.40104 1.21523  0.212
H: -2.64359 -3.85802 2.48510  0.205
H: -3.39205 -2.61093 -0.99225  0.213
H: -1.61986 -2.13825 -2.62331  0.215
H: 0.71910 -2.57288 -2.09511  0.225
H: 3.53942 -3.59554 -0.02024  0.219
H: 2.59305 -3.70886 -1.52146  0.206
H: 1.87383 -1.67793 1.13480  0.413
H: -0.15414 -0.43238 0.91597  0.246
H: -1.74647 0.37934 -1.31162  0.227
H: -2.42239 1.44103 -2.57794  0.206
H: -4.07793 -0.33177 -2.13007  0.191
H: -3.95206 -0.02125 -0.36671  0.192
H: -5.68220 3.08007 -0.75205  0.196
H: -4.88298 2.00992 0.44408  0.173
H: -3.37155 3.89561 0.03207  0.242
H: -3.47095 3.63719 -1.73653  0.202
H: 0.14680 3.71577 0.10367  0.234
H: 2.55476 3.48316 -0.28642  0.220
H: 4.88302 -0.59718 -0.11816  0.197
H: 4.39886 -0.12840 1.53057  0.205
H: 6.22933 1.43220 1.70290  0.201
H: 6.98923 0.15627 0.73670  0.218
H: 6.40875 1.31427 -1.33937  0.209
H: 6.96845 2.63814 -0.30114  0.218
H: 4.72358 3.25727 0.28587  0.181
H: 4.47858 2.74177 -1.40318  0.206
H: -0.43412 -3.98517 1.76972  0.221